Entry 1:
The following is a quantum chemistry calculation of a cluster of 13 separate species, H26O13 in total in a non-equilibrium geometry, from OMol25.

The geometry in XYZ format:
```
39
Properties=species:S:1:pos:R:3:forces:R:3
O 0.037351 -0.132175 -0.402900 0.58 -0.04 0.44
H 0.941660 -0.357527 -0.100810 -0.74 0.33 -0.16
H -0.270675 0.647864 0.106079 0.28 -0.69 -0.54
O 0.859267 0.526142 2.860985 -0.46 1.04 -1.04
H 0.571184 0.995817 3.698815 0.66 -0.12 -2.13
H 0.889585 1.045399 1.957586 -0.58 -0.56 3.26
O -1.545012 -2.545371 -0.644324 -0.44 1.17 1.61
H -1.081098 -1.780164 -1.007541 0.00 -0.07 -0.36
H -1.491639 -3.290744 -1.203981 0.27 -0.87 -1.16
O 2.812238 1.406383 -0.692997 -5.19 4.72 1.87
H 3.532402 0.900956 -0.793892 4.50 -2.39 0.04
H 2.876804 2.168184 -0.020271 0.80 -2.31 -1.65
O 1.582725 -1.277837 -3.399439 1.99 1.85 3.61
H 2.110340 -1.525158 -2.568345 -0.95 1.80 -0.91
H 1.648816 -2.144323 -3.648844 -0.58 -3.76 -2.61
O -1.059408 -0.775055 -3.533812 -0.93 -1.23 -0.25
H -0.879153 0.134314 -3.560826 -1.26 2.84 -0.46
H -0.187446 -0.899908 -3.214671 1.72 -1.81 0.63
O -1.712049 -0.944872 2.859997 -1.16 0.30 0.27
H -2.416154 -0.443711 3.337603 1.14 -0.44 -0.39
H -0.969075 -0.362203 2.644431 0.18 0.08 0.40
O -1.987771 1.564929 -2.056033 -3.90 -3.28 3.29
H -2.101557 0.924075 -1.174482 0.53 2.56 -3.49
H -1.117189 1.837234 -2.022417 3.04 0.96 0.18
O 2.983820 -1.108818 2.393056 0.19 0.22 -0.17
H 2.298852 -0.448087 2.556920 0.15 0.10 0.39
H 2.448969 -1.816889 2.038794 -0.15 -0.68 -0.28
O 0.478417 2.761017 -1.903551 -0.68 1.33 -0.86
H 0.956660 2.303441 -1.263395 2.06 -2.80 0.88
H 0.265089 3.443466 -1.279574 -1.00 1.56 -0.42
O -0.474382 2.200283 0.943620 2.34 2.55 -1.59
H -1.156318 2.392040 1.519505 -3.00 -0.64 2.30
H -0.353607 3.171558 0.736185 0.58 -1.53 -0.47
O 0.452464 -3.009634 1.333243 -0.87 0.63 -0.10
H -0.421895 -2.637225 1.035893 0.99 -0.55 -0.11
H 0.287643 -3.242756 2.249381 0.05 -0.09 0.20
O -2.798483 0.467749 0.639543 -0.16 -0.49 0.64
H -3.493991 -0.034804 0.187334 0.23 0.12 0.17
H -2.517383 -0.113591 1.393135 -0.20 0.18 -1.03
```
Forces are in eV/Å.

Output
Maximum force ... 0.141 Eh/bohr
HOMO energy ... -9.613 eV
Net charge ... 0
Gap between HOMO and LUMO ... 8.851 eV
Energy above the lowest of the compared OMol25 structures with the same formula, charge and spin ... 398.7 kJ/mol
E ... -27037.815 eV


Entry 2:
The following is a quantum chemistry calculation of a cluster of 13 separate species, H27O13 in total in a non-equilibrium geometry, from OMol25.

The geometry in XYZ format:
```
40
Properties=species:S:1:pos:R:3:forces:R:3
O 0.157115 -1.326969 -0.794782 6.74 -1.70 1.25
H 0.755062 2.570831 0.639319 -1.45 0.67 0.18
H -1.718457 0.136951 2.009269 -0.72 -3.17 -0.53
O 0.217327 1.221474 -0.494944 -2.68 1.92 -0.84
H -0.871511 2.106234 1.609525 1.39 0.21 -1.59
H 0.598290 1.544961 -3.175076 1.78 -2.42 -0.32
O 2.531230 -2.766602 -0.245578 -2.78 -2.76 -1.44
H -3.037529 0.265510 -1.186690 -1.98 1.55 -3.40
O 1.133189 0.749848 -2.832723 -1.11 4.92 3.06
H -0.943043 0.083216 -4.614426 -0.42 -1.69 0.79
H 1.539529 0.219705 -3.442695 0.94 -1.57 -2.94
O -0.812734 -0.238786 -3.699086 -0.29 2.72 -0.74
H -0.539705 -0.803124 -0.904236 -5.09 3.17 -0.73
H 0.147907 1.230043 -1.470108 0.79 -0.85 0.98
O -2.363953 -3.758835 0.028465 0.80 -1.90 3.96
H -1.592946 -4.359146 0.022499 -0.57 0.36 0.47
H -2.364949 -3.470546 -0.817601 -0.34 1.74 -4.29
O 2.517432 0.033826 0.423807 1.07 -2.73 2.79
H 2.548906 -0.931728 0.814949 -0.85 1.38 -2.05
H 3.008651 0.310613 1.226432 -0.13 1.20 -0.57
O -2.591629 -0.021158 -0.462778 3.15 -0.34 3.66
H -1.979187 0.706028 -0.153208 -1.10 -1.12 -0.83
H -0.973932 -1.106939 -3.400216 -0.59 -1.61 -0.70
O 2.244627 2.881275 0.360202 -0.22 -5.03 -1.31
H 2.741634 3.598868 0.091090 1.53 2.63 -0.79
H 2.520814 2.111983 -0.301999 -0.79 2.28 1.99
O -3.029680 -1.238381 1.857538 0.44 -2.10 -0.96
H -2.934444 -2.045924 1.234257 0.00 1.89 0.92
H -3.130207 -1.691375 2.697629 -0.16 -0.02 0.41
O -0.182077 2.888014 1.009801 -0.27 0.75 3.84
H -2.400521 1.404392 2.356129 -9.88 3.99 3.48
H 0.883047 -0.605504 -0.598690 -2.08 -3.59 -1.04
O 1.615776 0.126265 3.440878 3.28 -2.59 3.86
H 0.075412 3.575427 1.712231 -0.62 -1.04 -1.34
H 1.240754 0.544794 2.769574 -2.72 2.83 -4.53
O -1.694843 1.054579 2.100337 10.69 0.15 -3.06
H 3.003296 -2.248702 -0.886997 0.30 0.17 -0.75
H 0.916465 0.714219 -0.153199 1.74 -0.71 0.22
H 0.934692 -0.097484 4.056703 -0.57 -0.24 0.59
H 1.830182 -3.367864 -0.825598 2.78 2.67 2.32
```
Forces are in eV/Å.

Output
Maximum force ... 0.218 Eh/bohr
HOMO energy ... -13.533 eV
Net charge ... +1
Gap between HOMO and LUMO ... 10.678 eV
Energy above the lowest of the compared OMol25 structures with the same formula, charge and spin ... 560.2 kJ/mol
E ... -27045.268 eV


Entry 3:
The following is a quantum chemistry calculation of a cluster of 14 separate species, H27O14 in total in a non-equilibrium geometry, from OMol25.

The geometry in XYZ format:
```
41
Properties=species:S:1:pos:R:3:forces:R:3
O -4.061478 0.690957 -1.359198 1.10 -0.96 -0.34
H 1.907395 0.820837 -1.809364 0.19 0.11 -0.41
O 4.957992 1.198507 0.536910 0.28 0.06 0.26
H 1.167220 -1.780628 -1.447648 -0.02 0.07 -0.31
H 2.411997 1.339692 0.769817 -0.13 -0.28 -0.11
O 0.420540 0.700046 2.461284 -0.17 -0.56 0.77
H 1.305813 1.796186 -0.264694 0.72 0.06 -0.16
H -2.295102 -4.344624 2.477170 0.14 0.15 -0.40
O -2.141251 -3.441034 2.754239 -0.32 0.00 0.63
H 0.568074 -2.088235 1.032007 -0.10 0.16 -0.09
H -1.833690 -2.881566 2.015945 -0.38 -0.76 0.29
O -0.003281 -2.260955 1.802915 0.77 0.53 -0.18
H -3.654660 0.356436 -2.179556 -0.45 0.65 -0.38
H 4.098947 0.839596 0.330823 -0.21 -0.37 -0.49
O 1.184057 -1.142395 -0.728575 -0.44 0.15 0.76
H -0.195219 0.905774 -0.436246 -0.96 0.78 -0.28
H -0.520163 1.106616 4.663356 0.08 -0.11 -0.61
O -0.972531 1.286165 0.029025 -0.01 -0.27 0.52
H -1.543391 -1.096372 1.192257 -0.13 -0.39 -0.65
H 0.758956 -0.285986 -1.067385 0.97 -0.93 -0.41
O 1.802204 2.044531 0.564139 -0.17 0.71 0.27
H 0.655755 0.057637 1.792746 0.14 0.67 -0.74
H -0.761543 0.474833 -2.588732 0.22 -0.39 0.13
O -2.492628 -1.272240 1.054319 0.35 1.03 0.30
H -2.813595 -0.539304 1.600625 -0.54 -0.23 -0.16
H 0.593436 1.588191 2.122782 0.19 -0.27 -0.69
O 1.265750 -3.070866 -3.293620 0.15 0.01 0.06
H 1.063425 -2.601008 -4.108562 -0.05 0.11 0.07
H 0.477648 -3.581804 -3.098511 -0.17 -0.06 0.01
O -0.007455 0.362980 4.973220 0.21 -0.74 1.39
H -1.673794 1.441216 -0.611109 0.19 -0.03 -0.30
H -3.445627 0.172192 -0.811927 -0.47 0.20 0.85
O 1.022645 1.189077 -1.854385 -0.76 -0.05 0.46
H 0.361301 3.629987 -3.216618 0.12 0.15 -0.54
H 0.356407 -0.114962 4.215180 -0.40 0.95 0.09
O -1.534474 0.268141 -3.152681 0.44 0.66 -0.04
H 0.130711 -1.506049 2.396657 -0.05 -0.56 0.04
H -1.459326 1.054372 -3.714185 -0.42 -0.21 -0.13
O -0.114857 3.795898 -2.406171 0.06 -0.18 0.28
H 4.742671 1.814366 1.241137 0.17 0.27 0.11
H 0.271119 3.073815 -1.877383 -0.16 -0.10 0.15
```
Forces are in eV/Å.

Output
Maximum force ... 0.031 Eh/bohr
HOMO energy ... -6.829 eV
Net charge ... -1
Gap between HOMO and LUMO ... 9.339 eV
Energy above the lowest of the compared OMol25 structures with the same formula, charge and spin ... 222.0 kJ/mol
E ... -29105.367 eV


Entry 4:
The following is a quantum chemistry calculation of a cluster of 14 separate species, H27O14 in total in a non-equilibrium geometry, from OMol25.

The geometry in XYZ format:
```
41
Properties=species:S:1:pos:R:3:forces:R:3
O 0.216078 -1.203654 -0.767880 0.87 -0.89 1.03
H -0.300543 -1.912297 -1.117625 -0.93 -0.58 -0.34
O -4.354122 0.141804 -0.310539 -1.94 -0.70 -1.82
H 2.249816 0.848667 -0.304456 1.12 0.17 0.37
H -1.868396 -1.297293 4.716250 -1.94 -0.66 0.31
O -1.461318 -0.801747 2.054192 -0.30 -1.49 3.21
H -0.901459 -0.442430 4.059677 0.40 -1.63 1.51
H 0.725483 -3.784386 0.343871 -0.05 -0.30 -0.94
O 1.680880 -3.917165 0.400274 -1.09 -0.92 -2.29
H 1.333644 -1.614933 -1.692772 3.24 -0.78 -0.42
H 1.756171 -3.569474 1.237616 1.28 1.21 3.32
O 0.319756 4.428059 -1.307874 -2.90 -1.87 -1.44
H 0.026326 -0.402735 -1.339782 -1.55 1.43 0.05
H -5.041753 -0.153788 -0.981242 0.90 1.55 0.69
O 1.069137 2.230756 -2.577501 -0.52 0.08 0.30
H 0.901022 4.184802 -2.082592 -1.05 -0.30 1.20
H 0.416042 1.528262 -2.141538 -0.03 1.16 -0.43
O 2.330130 -1.960514 -1.974039 -1.09 -0.94 4.68
H 2.006128 -3.774121 -2.656932 0.74 -0.30 -0.24
H 2.579979 -2.344085 -0.958623 -0.93 1.57 -4.24
O -0.945112 -1.183270 4.765827 1.54 2.25 -1.78
H -1.347129 -0.513163 1.192855 0.74 0.63 -2.88
H -0.561022 3.805591 -1.485595 4.02 2.52 0.32
O -4.538982 2.988504 0.890621 -0.19 2.19 0.30
H -4.530411 2.107278 0.635004 -0.65 -3.09 -0.43
H -0.971837 -1.637973 2.204510 -0.37 0.95 -0.51
O -1.743496 3.048812 0.593270 0.66 -0.57 1.60
H -1.607871 2.983084 -0.339251 0.46 -0.32 -0.81
H -0.984228 2.571376 1.017846 -1.02 0.74 -0.84
O -0.727672 0.849648 -1.697193 4.83 -1.85 -5.00
H 1.852679 1.792410 -2.842403 1.13 -0.72 -0.48
H 3.411381 1.677343 0.084567 2.94 9.22 -0.45
O 3.141850 0.882443 0.116849 -4.14 -9.43 0.10
H 2.914449 -0.831365 3.214588 4.32 -0.80 0.56
H -1.330918 1.029583 -1.107972 -4.95 1.40 4.93
O 1.336896 -4.149757 -3.253578 2.61 -2.97 -0.18
H -3.705993 3.208260 0.473024 0.58 0.82 0.37
H 0.771219 -3.478322 -3.076907 -3.48 3.12 0.11
O 3.988149 -1.097678 3.163880 -5.17 1.12 0.54
H -4.193673 -0.755881 -0.056534 1.07 -0.79 1.17
H 3.903519 -1.274314 2.233951 0.86 -0.22 -1.16
```
Forces are in eV/Å.

Output
Maximum force ... 0.200 Eh/bohr
HOMO energy ... -6.546 eV
Net charge ... -1
Gap between HOMO and LUMO ... 8.471 eV
Energy above the lowest of the compared OMol25 structures with the same formula, charge and spin ... 566.4 kJ/mol
E ... -29101.796 eV